(1)
Below is the ion CH4NO2 with charge +1, with properties calculated with ωB97M-V with the def2-TZVPD basis set.

Summary:
2S+1: 1
SMILES string: [NH3+]C1OO1
energy: -245.29566 hartree
LUMO energy: -4.3 eV
total charge: +1

Positions of all 8 atoms, in Å:
N1 0.447 0.641 0.287
C1 -0.364 -0.350 -0.398
O1 -0.026 -1.578 -0.006
O2 -1.261 -0.905 0.372
H1 -0.132 0.784 1.049
H2 0.733 1.544 -0.208
H3 1.253 0.048 0.515
H4 -0.649 -0.185 -1.610

Atoms 1-2, force components in eV/Å:
N 2.1 1.0 -2.5
C -0.8 0.9 -7.0

Now the natural (NBO) charges, all in e: atom 1 (N): -0.719, atom 2 (C): 0.437, atom 3 (O): -0.192, atom 4 (O): -0.187, atom 5 (H): 0.461, atom 6 (H): 0.482, atom 7 (H): 0.477, atom 8 (H): 0.240

---

(2)
Below is a cluster of 2 separate species, C4H11INO in total, with properties calculated with ωB97M-V with the def2-TZVPD basis set.

Summary:
2S+1: 1
energy: -586.26580 hartree
LUMO energy: -4.0 eV
total charge: +1

Positions of all 18 atoms, in Å:
C1 0.915 1.438 1.005
C2 0.158 -0.688 1.747
C3 -1.090 0.445 -0.315
C4 -0.321 -1.081 -1.987
N1 -0.738 0.207 -1.565
O1 0.182 0.290 0.648
I1 1.913 -1.221 -1.774
H1 0.362 2.310 1.413
H2 1.593 1.087 1.701
H3 1.435 1.867 0.084
H4 -0.415 -0.464 2.580
H5 -0.242 -1.562 1.194
H6 1.295 -0.826 1.861
H7 -1.513 1.358 -0.129
H8 -1.896 -0.972 0.137
H9 -0.538 -1.298 -3.020
H10 -0.573 -1.864 -1.358
H11 -0.527 0.974 -2.223

Atoms 1-2, force components in eV/Å:
C 0.3 3.3 -2.4
C 2.9 -2.1 -3.4

Atomic partial charges in e from the natural (NBO) method, atoms 1 to 8: atom 1 (C): -0.273, atom 2 (C): -0.242, atom 3 (C): 0.209, atom 4 (C): -0.268, atom 5 (N): -0.639, atom 6 (O): -0.409, atom 7 (I): 0.021, atom 8 (H): 0.218

---

Please write out number 2 again, unchanged.
Below is a cluster of 2 separate species, C4H11INO in total, with properties calculated with ωB97M-V with the def2-TZVPD basis set.

Summary:
2S+1: 1
energy: -586.26580 hartree
LUMO energy: -4.0 eV
total charge: +1

Positions of all 18 atoms, in Å:
C1 0.915 1.438 1.005
C2 0.158 -0.688 1.747
C3 -1.090 0.445 -0.315
C4 -0.321 -1.081 -1.987
N1 -0.738 0.207 -1.565
O1 0.182 0.290 0.648
I1 1.913 -1.221 -1.774
H1 0.362 2.310 1.413
H2 1.593 1.087 1.701
H3 1.435 1.867 0.084
H4 -0.415 -0.464 2.580
H5 -0.242 -1.562 1.194
H6 1.295 -0.826 1.861
H7 -1.513 1.358 -0.129
H8 -1.896 -0.972 0.137
H9 -0.538 -1.298 -3.020
H10 -0.573 -1.864 -1.358
H11 -0.527 0.974 -2.223

Atoms 1-2, force components in eV/Å:
C 0.3 3.3 -2.4
C 2.9 -2.1 -3.4

Atomic partial charges in e from the natural (NBO) method, atoms 1 to 8: atom 1 (C): -0.273, atom 2 (C): -0.242, atom 3 (C): 0.209, atom 4 (C): -0.268, atom 5 (N): -0.639, atom 6 (O): -0.409, atom 7 (I): 0.021, atom 8 (H): 0.218

---

Question: Which formula does entry 2 have?
Answer: C4H11INO

---

Question: energy of number 2 (C4H11INO)?
Answer: -586.26580 hartree